# 1
Computed, not measured: a 15-piece molecular cluster, C28H34Cl44N3 overall in a non-equilibrium geometry, with ωB97M-V/def2-TZVPD.

Calculated values
Total charge ... +1
Orbital gap ... 7.3 eV
HOMO level ... -11.077 eV
Multiplicity ... 1

The geometry in XYZ format:
```
109
Properties=species:S:1:pos:R:3:forces:R:3:mulliken_charge:R:1
C 7.363067 0.072299 4.492168 -0.955 0.139 0.304 -1.46
C 6.183023 0.790975 3.856510 0.663 -0.404 0.843 0.64
C 6.245435 2.170344 3.667236 -0.826 0.411 0.060 -0.85
C 5.150191 2.847120 3.128725 0.003 -0.716 0.361 -0.50
C 4.008179 2.115814 2.800711 -0.576 0.170 -0.630 0.76
C 2.794961 2.845069 2.229714 0.206 -0.230 0.485 -0.22
C 1.982300 3.376707 3.437354 2.029 1.396 -1.490 -0.42
C 2.343509 4.842430 3.729478 0.399 -0.466 0.796 -1.01
N 1.340303 5.104896 4.811655 0.343 1.111 -1.876 -0.49
C 0.210276 4.519413 4.229476 0.569 -0.321 0.325 0.48
N -0.975669 5.017344 4.527245 -0.257 -0.199 0.196 -0.28
N 0.511742 3.526391 3.352721 0.121 -0.952 2.209 0.53
C -0.340341 2.325704 3.450414 -0.805 0.172 -1.045 -0.41
Cl 0.404848 1.021755 4.399619 -0.044 0.282 0.025 0.02
C -0.834953 1.742297 2.098188 -0.594 -0.530 -0.101 0.21
C -2.344442 1.410569 2.149418 0.008 0.103 0.351 -1.25
Cl -0.517578 2.820458 0.708042 0.158 0.053 0.245 -0.12
C 3.947338 0.734294 2.978996 0.324 0.464 0.377 -0.44
C 5.043579 0.064002 3.521067 -0.810 0.639 -0.039 -0.70
H 7.001289 -0.896132 4.846762 0.325 -0.095 -0.184 0.32
H 8.204621 -0.050628 3.810054 0.000 0.033 0.095 0.21
H 7.638997 0.627549 5.392488 0.387 -0.022 -0.200 0.37
H 7.124671 2.743845 3.942201 0.068 -0.245 -0.016 0.40
H 5.176709 3.919831 2.962411 0.092 -0.076 -0.036 0.51
H 2.207648 2.196847 1.576256 0.042 0.008 0.069 0.45
H 3.182881 3.664892 1.614588 -0.556 -0.277 0.442 -0.63
H 2.397663 2.853510 4.306966 -1.072 -0.442 0.152 0.66
H 3.347653 4.936278 4.141917 -0.069 -0.035 -0.057 0.41
H 2.249584 5.546166 2.901465 -0.324 -0.186 -0.027 0.29
H 1.700255 4.491177 5.547054 -0.764 0.253 0.555 0.38
H -1.806624 4.481740 4.726572 -0.105 -0.035 -0.726 0.21
H -1.027464 6.019970 4.640236 0.169 -0.115 0.738 0.29
H -1.238045 2.619524 3.992374 0.124 -0.055 0.032 0.25
H -0.333497 0.791174 1.923993 0.402 0.345 -0.235 0.43
H -2.501314 0.342355 2.310267 0.053 0.064 -0.092 0.32
H -2.841280 1.922185 2.980268 -0.004 0.068 -0.150 0.34
H -2.847978 1.712523 1.232675 0.078 -0.134 0.013 0.29
H 3.022785 0.231865 2.711147 0.184 -0.202 0.029 0.45
H 4.954633 -1.001195 3.696871 0.323 0.045 -0.040 0.42
C 2.106929 -2.745385 5.424968 0.058 0.126 -0.094 0.17
Cl 3.851405 -2.712262 5.663267 -0.060 -0.057 -0.194 -0.05
Cl 1.326809 -1.459657 6.354158 0.031 -0.062 0.075 -0.13
Cl 1.709051 -2.604018 3.708566 -0.014 -0.007 0.015 -0.11
H 1.733475 -3.694959 5.783910 0.004 0.000 0.006 0.16
C -5.995285 3.454383 0.611513 0.074 0.077 0.098 0.25
Cl -5.234399 3.892946 -0.911489 -0.004 0.039 0.072 -0.02
Cl -5.902107 1.708561 0.909349 -0.249 0.243 0.411 -0.13
Cl -5.259739 4.353875 1.950276 -0.025 -0.045 0.032 -0.14
H -7.055984 3.710023 0.542903 0.768 -0.078 0.291 0.02
C -3.973268 0.388873 -3.128822 -0.079 -0.235 -0.014 0.25
Cl -2.682399 -0.814896 -3.103916 -0.094 0.139 -0.051 0.00
Cl -5.202035 -0.043462 -4.317782 0.024 0.003 0.003 -0.02
Cl -4.688797 0.568866 -1.522079 0.246 -0.141 -0.440 -0.05
H -3.546067 1.340510 -3.413913 -0.069 -0.060 0.010 -0.25
C -6.700320 -3.248493 -6.347967 0.038 -0.037 -0.141 0.03
Cl -7.684093 -1.828691 -5.967800 -0.068 -0.001 0.050 -0.11
Cl -7.702463 -4.545656 -6.991659 0.015 0.023 0.045 -0.12
Cl -5.413077 -2.828896 -7.476681 0.010 0.007 0.057 -0.12
H -6.245088 -3.594275 -5.428859 -0.015 0.037 0.009 0.28
C -0.691647 -4.582259 -4.141885 -0.131 0.033 -0.095 -0.02
Cl 0.191942 -4.764578 -5.657788 0.059 0.017 0.028 -0.11
Cl -0.361603 -3.006663 -3.417396 0.171 -0.091 0.029 -0.09
Cl -2.422902 -4.795001 -4.400355 0.021 -0.019 0.025 -0.10
H -0.353530 -5.349041 -3.457376 0.009 0.014 -0.008 0.32
C 0.945864 -6.064246 -9.323054 0.086 0.045 -0.075 0.33
Cl -0.184227 -7.010233 -10.295393 0.023 0.004 0.038 -0.10
Cl 2.519049 -6.855404 -9.251001 -0.033 -0.004 0.039 -0.11
Cl 1.100563 -4.427419 -9.965104 -0.039 -0.031 0.068 -0.12
H 0.552202 -6.000259 -8.316386 -0.027 -0.017 -0.046 0.00
C -0.936734 2.744090 -4.579633 0.009 -0.176 -0.117 -0.08
Cl 0.342228 1.537100 -4.538252 0.049 0.037 0.005 -0.08
Cl -2.162194 2.315965 -5.770909 -0.027 0.037 0.067 -0.09
Cl -1.659344 2.920238 -2.970007 0.107 0.209 0.119 -0.07
H -0.506533 3.697106 -4.860078 -0.007 -0.003 0.021 0.38
C 2.447893 3.497784 -1.816427 0.046 -0.129 -0.133 0.25
Cl 3.227842 3.866407 -3.352288 -0.055 -0.005 0.075 -0.11
Cl 2.568051 1.779090 -1.443437 -0.050 0.003 0.022 -0.09
Cl 3.154709 4.458113 -0.508910 0.012 0.369 -0.582 -0.15
H 1.398643 3.755912 -1.894841 0.007 -0.001 0.022 0.10
C -9.069623 1.792617 -6.835971 -0.074 0.063 -0.043 0.66
Cl -9.964187 1.405846 -8.303796 0.031 -0.026 0.032 -0.12
Cl -7.748481 2.911674 -7.183712 0.034 -0.035 0.041 -0.13
Cl -10.140513 2.458022 -5.601713 -0.087 -0.012 -0.123 -0.11
H -8.640196 0.876310 -6.451868 0.010 0.015 -0.010 -0.29
C -8.985679 2.154259 -1.487382 -0.021 -0.114 -0.166 0.12
Cl -8.022216 2.018767 -2.953100 0.132 -0.003 0.178 0.01
Cl -8.749637 3.746159 -0.733447 -0.763 0.045 -0.405 -0.17
Cl -10.691213 1.874407 -1.817523 0.044 0.025 0.036 -0.12
H -8.645055 1.399856 -0.789169 0.002 0.048 0.033 0.22
C -2.979081 -9.223480 -11.144958 -0.070 -0.103 -0.018 0.37
Cl -4.314602 -9.043173 -12.282497 0.028 0.033 0.006 -0.12
Cl -3.569612 -9.210182 -9.481561 0.044 0.046 -0.012 -0.12
Cl -2.072655 -10.699960 -11.473892 0.026 0.041 0.008 -0.12
H -2.310330 -8.382393 -11.275146 -0.063 -0.021 0.008 -0.01
C 3.925704 -6.177885 7.532586 0.044 -0.174 0.088 0.31
Cl 2.588323 -6.165237 6.372170 -0.009 0.007 -0.022 -0.14
Cl 3.313476 -6.092620 9.184199 -0.031 -0.042 -0.068 -0.12
Cl 4.915799 -7.615470 7.305857 0.008 0.051 -0.012 -0.12
H 4.544849 -5.307771 7.350628 -0.047 0.016 -0.026 0.08
C 5.224259 -1.563630 9.527234 -0.030 0.067 -0.146 -0.10
Cl 4.193499 -0.179103 9.891067 0.012 -0.022 0.022 -0.13
Cl 4.265054 -2.904485 8.898750 0.052 0.078 0.389 -0.04
Cl 6.490072 -1.114017 8.379492 0.008 -0.015 0.016 -0.10
H 5.697349 -1.885423 10.445766 0.002 0.003 -0.014 0.36
C 7.269783 0.771765 -0.462961 -0.102 -0.081 -0.002 -0.03
Cl 6.092838 0.877038 -1.776196 0.020 0.043 0.014 -0.10
Cl 6.472538 0.851759 1.114235 0.674 -0.251 -1.317 0.08
Cl 8.226191 -0.705360 -0.601453 0.004 0.045 0.013 -0.14
H 7.941538 1.616210 -0.548397 -0.008 -0.013 -0.006 0.29
```
Forces are in eV/Å.


# 2
Computed, not measured: C28H34CoGeN5O3Se as an isolated structure in a non-equilibrium geometry, with ωB97M-V/def2-TZVPD.

Calculated values
Total charge ... +2
Orbital gap (spin up / spin down) ... 6.5 / 3.7 eV
ΔE to the lowest compared entry with this formula, charge and spin ... 72.6 kJ/mol
HOMO level (spin up / spin down) ... -12.522 / -12.770 eV
Multiplicity ... 5
⟨S²⟩ ... 6.05

The geometry in XYZ format:
```
73
Properties=species:S:1:pos:R:3:forces:R:3:lowdin_spin:R:1
Co -0.110430 -0.120482 0.118026 -0.103 -0.424 0.261 2.66
N -1.215830 -2.115043 -0.185987 -0.310 0.605 -0.041 0.04
C -0.455122 -3.377326 -0.066810 0.180 -0.525 -0.125 0.00
C 0.883825 -3.285674 -0.791695 0.381 0.517 0.526 0.00
C 1.714219 -2.230783 -0.028947 -0.266 -1.914 -0.166 0.01
O 2.487261 -2.545088 0.849028 0.181 0.063 0.100 0.02
O 1.405657 -1.030301 -0.354081 0.791 1.354 -0.766 0.11
H -2.071203 -2.207842 0.358168 0.068 0.010 -0.131 0.00
H -1.497524 -2.014583 -1.162811 -0.094 -0.119 0.160 0.00
H -1.035850 -4.216489 -0.471139 0.036 0.174 0.111 0.00
H -0.275754 -3.573024 0.993509 -0.049 0.043 -0.065 0.00
H 0.750552 -2.959430 -1.824111 -0.042 -0.116 -0.043 0.00
H 1.393221 -4.244750 -0.761439 -0.040 -0.043 -0.008 0.00
C -2.797845 13.307464 1.313555 0.619 0.840 0.042 0.01
O -3.628013 12.164131 1.248888 -0.095 -1.465 -0.123 0.13
C -3.119492 10.950241 1.118886 -0.411 0.407 0.072 0.12
C -1.746590 10.648978 1.024945 0.760 -0.118 -0.044 0.06
C -1.326471 9.348348 0.896052 0.051 0.676 0.052 0.05
C -2.251651 8.292050 0.859601 0.246 -0.885 -0.100 0.12
C -3.625174 8.591495 0.953132 -0.619 0.602 0.100 0.03
C -4.050685 9.885175 1.077258 -0.117 -0.456 -0.025 0.04
C -1.861510 6.919492 0.718578 0.047 1.227 0.097 0.02
N -2.713357 5.910205 0.720825 -0.518 -0.908 -0.079 0.08
C -1.983566 4.796123 0.538537 0.233 0.939 0.066 0.06
C -0.619501 5.129200 0.420176 -0.400 0.316 0.117 0.12
N -0.570365 6.481310 0.543265 0.336 -0.351 -0.053 0.02
C 0.385039 4.157648 0.207888 0.356 -0.793 -0.081 0.00
C 1.759862 4.413902 0.078863 -0.107 -0.229 -0.042 0.03
C 2.618543 3.367097 -0.154635 -0.092 0.172 0.036 -0.01
C 2.108167 2.069189 -0.227779 0.220 0.050 -0.055 0.03
N 0.824247 1.805851 -0.077349 -0.525 0.130 -0.129 0.04
C -0.048946 2.808190 0.119399 0.891 0.696 0.020 0.04
C -1.445227 2.454718 0.216750 -1.023 0.100 0.050 0.02
N -1.773551 1.149203 0.059731 -0.264 0.493 0.180 0.03
C -3.060615 0.825607 0.083328 -0.034 -0.067 0.015 0.01
C -4.087516 1.741112 0.299684 0.023 0.279 -0.032 0.00
C -3.775111 3.069216 0.487095 0.335 -0.213 -0.074 0.01
C -2.427900 3.447603 0.429299 0.064 -0.893 -0.110 0.01
H -3.473443 14.153965 1.427557 0.116 -0.133 -0.024 0.00
H -2.212262 13.425575 0.397722 -0.136 -0.058 0.031 0.00
H -2.121931 13.260875 2.171800 -0.138 -0.060 -0.028 0.00
H -1.009434 11.436094 1.056001 0.013 0.076 0.001 0.00
H -0.267120 9.148588 0.830074 0.087 0.090 0.005 0.00
H -4.330788 7.777547 0.920417 -0.106 -0.031 0.011 0.00
H -5.097272 10.132196 1.149058 -0.143 -0.012 0.002 0.00
H 0.254464 7.057198 0.503785 -0.007 -0.025 -0.014 0.00
H 2.137851 5.421661 0.154322 0.078 0.116 -0.011 0.00
H 3.675362 3.535495 -0.277488 0.119 -0.013 -0.012 0.00
H 2.759903 1.224490 -0.411942 -0.076 -0.128 0.038 0.00
H -3.307677 -0.212900 -0.088743 0.075 -0.064 0.064 0.00
H -5.112380 1.407863 0.301088 -0.074 -0.082 0.024 0.00
H -4.526348 3.823358 0.656309 -0.146 0.047 0.016 0.00
C 0.986066 0.971840 6.035855 -0.365 -0.407 -0.028 0.00
Ge -0.216441 -0.572825 5.714697 0.219 -0.327 -0.865 0.00
C 0.005605 -1.985785 7.077770 -0.164 0.559 -0.324 0.00
C -2.090707 0.029633 5.463938 0.509 -0.164 0.223 0.00
C 0.220127 -1.360879 3.841100 -0.278 0.193 1.339 0.01
Se 0.510298 0.085240 2.605421 -0.343 0.421 0.097 0.05
C 2.443334 0.100416 2.686032 0.178 -0.352 -0.187 0.01
H 0.659912 1.478842 6.939834 -0.043 0.082 0.109 0.00
H 0.953889 1.683955 5.213640 -0.057 -0.005 -0.059 0.00
H 2.013885 0.657171 6.190239 0.109 -0.110 0.005 0.00
H -0.265075 -1.559913 8.039684 -0.027 -0.012 0.168 0.00
H 1.034805 -2.325105 7.133590 0.135 0.004 -0.064 0.00
H -0.638188 -2.837982 6.887604 -0.093 -0.078 -0.081 0.00
H -2.426137 0.578518 6.338376 -0.079 0.102 0.095 0.00
H -2.753814 -0.820810 5.327026 -0.020 -0.117 -0.010 0.00
H -2.172918 0.680484 4.594980 0.070 0.065 -0.059 0.00
H -0.649237 -1.933471 3.525769 0.015 -0.051 -0.115 0.00
H 1.099191 -2.001939 3.839636 -0.006 -0.030 -0.138 0.00
H 2.729712 0.064801 3.734106 -0.072 0.167 0.037 0.00
H 2.803944 1.014375 2.222918 0.016 0.037 0.069 0.00
H 2.822606 -0.781100 2.164429 -0.077 0.126 -0.031 0.00
```
Forces are in eV/Å.


# 3
Computed, not measured: C28H34Ge2N2O2Pt as an isolated structure, with ωB97M-V/def2-TZVPD.

Calculated values
Total charge ... -2
Orbital gap (spin up / spin down) ... 4.5 / 4.5 eV
ΔE to the lowest compared entry with this formula, charge and spin ... 114.5 kJ/mol
HOMO level (spin up / spin down) ... 0.006 / 0.003 eV
Multiplicity ... 1

The geometry in XYZ format:
```
69
Properties=species:S:1:pos:R:3:forces:R:3:mulliken_charge:R:1
Pt -0.474815 -0.059378 0.271967 -0.352 -0.386 0.053 0.75
C 1.849440 2.952817 1.396965 -0.127 0.307 -0.023 -1.06
Ge 2.529964 1.143839 1.535700 0.075 0.038 0.101 0.98
C 4.448279 1.335773 1.199253 0.360 0.056 -0.070 -1.60
C 2.397497 0.580342 3.386943 -0.088 -0.165 0.295 -1.23
C 1.696996 -0.140934 0.345963 -0.377 -0.043 -0.760 -0.56
H 2.320402 3.556903 2.179006 -0.022 0.013 -0.058 0.49
H 0.770932 2.981809 1.536114 -0.020 0.037 0.054 0.21
H 2.087956 3.390974 0.426492 -0.020 0.028 0.014 0.29
H 4.874648 2.000351 1.959010 -0.019 -0.017 -0.041 0.43
H 4.632128 1.776698 0.215677 0.015 -0.049 0.054 0.41
H 4.959376 0.372426 1.245836 -0.014 0.066 -0.002 0.39
H 2.902673 1.306932 4.030497 -0.034 -0.058 0.020 0.41
H 2.872763 -0.396612 3.512651 -0.012 0.061 0.034 0.34
H 1.347768 0.494401 3.670510 0.067 0.015 0.033 0.25
H 1.824377 -1.145798 0.767293 -0.232 -0.018 -0.040 0.10
C 0.513959 -4.042078 0.949199 0.079 -0.152 -0.112 -1.36
C -0.306865 -2.844697 1.407224 0.064 0.035 0.024 1.11
C -1.541871 -3.288685 2.180980 -0.199 -0.165 -0.037 -1.55
O -0.670519 -2.084936 0.288853 0.401 -0.207 0.435 -0.78
H 0.864094 -4.652826 1.790526 -0.051 0.044 0.010 0.36
H 1.380891 -3.699785 0.378655 -0.049 -0.046 -0.030 0.19
H -0.099184 -4.671581 0.293270 0.078 0.030 -0.002 0.31
H 0.323082 -2.272666 2.107470 -0.047 0.148 -0.047 -0.03
H -2.158409 -3.922418 1.531836 0.007 0.026 0.051 0.35
H -2.139330 -2.430277 2.483085 0.018 0.077 0.001 0.31
H -1.281550 -3.860178 3.079974 0.037 0.012 -0.060 0.34
Ge -1.376547 2.126263 -0.055133 0.676 0.545 0.052 0.89
C -0.699979 3.373683 -1.447656 -0.079 0.284 -0.112 -0.27
C 0.559908 3.252848 -2.030244 -0.029 0.162 -0.022 1.00
C 1.021431 4.168750 -2.973446 -0.076 -0.037 0.061 -0.61
C 0.220135 5.234943 -3.357279 -0.025 -0.040 0.052 -0.46
C -1.042736 5.376409 -2.792244 -0.004 -0.083 0.052 -0.51
C -1.492059 4.454628 -1.852700 0.097 -0.014 -0.077 -0.61
C -3.252991 1.923880 -0.667691 -0.139 -0.245 0.040 -0.48
C -3.546335 1.469014 -1.957686 -0.077 0.039 0.020 0.19
C -4.858194 1.291115 -2.381634 0.054 0.038 0.097 -0.64
C -5.912828 1.555541 -1.513699 0.054 -0.010 0.005 -0.34
C -5.643499 1.995479 -0.225060 0.139 0.022 0.005 -0.55
C -4.325040 2.175957 0.189577 -0.112 -0.015 -0.095 -0.22
H -1.565338 3.068812 1.177925 -0.039 -0.032 -0.048 -0.33
H 1.193706 2.428464 -1.738361 0.043 -0.048 0.005 -0.27
H 2.006736 4.043784 -3.407960 -0.003 -0.011 0.004 0.41
H 0.574443 5.949000 -4.091947 -0.002 0.005 -0.005 0.34
H -1.680208 6.203406 -3.085486 0.001 0.010 -0.006 0.37
H -2.485600 4.573850 -1.429947 0.019 0.002 -0.001 0.36
H -2.735835 1.249896 -2.645819 0.011 -0.001 0.026 0.31
H -5.056787 0.936401 -3.386646 -0.005 0.001 0.000 0.37
H -6.936981 1.408541 -1.837214 -0.001 0.004 -0.008 0.33
H -6.456511 2.193098 0.464862 -0.004 0.000 -0.014 0.36
H -4.129701 2.517616 1.200855 0.013 -0.023 -0.008 0.32
O -2.291373 0.113841 4.262204 0.100 0.001 -0.187 -0.78
C -1.570415 0.127999 3.295552 -0.051 0.050 0.251 0.65
N -0.818791 0.152686 2.382378 -0.132 -0.107 -0.088 -0.49
C -0.197450 -0.312798 -1.774730 0.565 -0.261 0.101 -0.83
C 1.129197 -0.972847 -1.881518 -0.300 0.196 -0.167 -0.48
C 1.342641 -2.249580 -2.273452 0.297 -0.049 0.101 -0.29
C 2.621871 -2.872533 -2.176615 0.038 -0.254 -0.109 -1.35
C 3.687074 -2.110051 -1.685842 0.184 -0.423 -0.072 0.93
C 3.540027 -0.807928 -1.251569 0.158 0.218 0.259 -1.75
C 2.181151 -0.191086 -1.141628 -0.137 -0.071 0.161 1.90
C 5.020476 -2.709426 -1.669463 -0.718 0.353 0.020 0.04
N 6.073421 -3.177351 -1.660772 0.127 -0.065 -0.009 -0.72
H -1.003349 -0.933242 -2.174301 -0.077 -0.006 0.033 0.55
H -0.182340 0.658152 -2.274622 -0.118 0.057 -0.050 0.45
H 0.494458 -2.826917 -2.629750 0.015 -0.003 -0.046 0.30
H 2.776120 -3.897027 -2.488035 0.003 0.025 -0.017 0.33
H 4.405091 -0.252832 -0.913378 -0.011 -0.027 -0.085 0.45
H 2.200914 0.844010 -1.502306 0.007 0.126 -0.016 -0.69
```
Forces are in eV/Å.


Number 1: electronic energy -585036.8181 eV. Number 2: electronic energy -202658.3334 eV. Number 3: electronic energy -152940.6284 eV.